(1)
A structure of composition C12H9Br2LiN2O2. Source: the Open Molecules 2025 dataset; level of theory: ωB97M-V with the def2-TZVPD basis set.

Each line ends with the Mulliken charge.
Atoms and positions in Å:
1 Br -0.589 3.239 1.547  -0.092
2 Br 0.830 -2.645 -1.555  -0.197
3 O 2.303 3.398 -2.711  -0.706
4 O 1.159 2.566 -0.837  -0.809
5 N 1.392 0.058 -1.916  -0.430
6 N -0.875 0.427 1.381  -0.589
7 C -1.298 -0.816 1.689  -0.450
8 C 2.668 0.994 -3.683  -0.736
9 C -1.250 1.503 2.054  0.462
10 C 1.774 2.543 -1.956  0.354
11 C -2.727 -2.373 3.135  -1.379
12 C -2.083 -1.065 2.804  0.794
13 C -2.456 0.084 3.576  -0.208
14 C 1.928 1.169 -2.500  0.707
15 C 1.574 -1.145 -2.412  0.419
16 C 2.868 -0.252 -4.197  -0.237
17 C -2.087 1.372 3.222  -0.646
18 C 2.308 -1.393 -3.584  -0.534
19 Li 0.393 0.879 -0.273  1.053
20 H 3.140 1.844 -4.117  0.495
21 H 2.532 -2.451 -3.822  0.333
22 H -2.485 -2.977 3.924  0.359
23 H -2.315 2.231 3.858  0.362
24 H -0.924 -1.577 1.037  0.366
25 H -3.132 -0.087 4.453  0.283
26 H -2.587 -2.956 2.229  0.330
27 H 3.601 -0.441 -4.989  0.346
28 H -3.665 -2.131 3.642  0.350

Forces on the atoms, in the same order (eV/Å):
-0.4694 -0.9685 0.3046
-0.3064 -0.1554 0.4809
-1.2828 -0.4825 2.1144
0.3128 0.5180 -0.7028
-0.3633 1.1642 0.8147
0.2940 1.0244 -0.8005
-0.2000 0.7437 1.1720
-0.3443 0.3163 0.8513
-0.7482 -0.6585 1.5904
0.4106 0.8903 -0.3077
-0.3667 1.4868 -1.4047
-0.1370 1.4797 1.0068
-0.3595 -0.4149 -0.0753
0.4789 -3.0162 -1.9375
0.8123 0.5060 -1.6389
0.5230 -2.3006 0.0014
1.1011 -0.2389 -0.7062
0.1488 0.2534 0.9247
0.2386 0.4302 -0.1171
0.0875 0.4843 -0.1779
-0.1810 1.0008 -0.2964
2.5824 -1.3343 2.0896
-0.0694 -0.2821 -0.4645
-0.0106 -0.5168 -0.2504
0.7915 0.3068 -0.8130
-1.3474 -0.4661 0.0198
-0.5135 0.3362 -0.0241
-1.0819 -0.1063 -1.6536

The largest force on an atom comes out at 3.6 eV/A. For the calculated total energy, the calculation gives -159956.4724 eV. For the gap between HOMO and LUMO, the calculation gives 8.8626 eV. The highest occupied orbital energy is -8.8374 eV.


(2)
A structure of composition C12H9CoN2O4S. Source: the Open Molecules 2025 dataset; level of theory: ωB97M-V with the def2-TZVPD basis set.

Each line ends with the Mulliken charge.
Atoms and positions in Å:
1 Co 0.176 -0.102 0.000  0.028
2 S 3.592 0.251 0.000  -0.052
3 O -3.571 -1.376 0.000  -0.466
4 O 1.254 1.355 0.000  -0.682
5 O -1.351 -1.207 0.000  -0.559
6 O 1.398 3.622 0.000  -0.421
7 N 1.511 -1.459 0.000  -0.142
8 N -1.111 1.164 0.000  -0.136
9 C -2.433 0.811 0.000  1.192
10 C -2.479 -0.634 0.000  0.328
11 C -0.732 2.483 0.000  0.585
12 C -3.033 3.132 0.000  -0.661
13 C -1.687 3.487 0.000  -0.311
14 C 1.051 -2.724 0.000  0.013
15 C 0.701 2.509 0.000  0.143
16 C 2.863 -1.299 0.000  0.953
17 C 3.740 -2.398 0.000  -0.878
18 C -3.414 1.788 0.000  -0.521
19 C 3.240 -3.679 0.000  -0.171
20 C 1.858 -3.842 0.000  -0.866
21 H 3.902 -4.529 0.000  0.422
22 H -0.022 -2.843 0.000  0.507
23 H 1.409 -4.821 0.000  0.426
24 H 2.352 3.440 0.000  0.370
25 H -3.791 3.899 0.000  0.443
26 H -4.393 -0.867 0.000  0.320
27 H -1.373 4.519 0.000  0.517
28 H -4.460 1.524 0.000  0.258
29 H 4.802 -2.206 0.000  0.361

Forces on the atoms, in the same order (eV/Å):
-1.3722 0.2019 0.0000
0.5860 0.6008 0.0000
0.3883 0.1987 0.0000
0.5214 3.4750 0.0000
-2.7700 -0.2503 0.0000
-0.5622 -0.1710 0.0000
1.0936 -0.4233 0.0001
-0.1252 0.4842 0.0000
0.8559 1.2407 -0.0001
1.5706 -1.5999 0.0000
-1.4964 -0.7770 0.0000
0.0073 -0.1876 -0.0003
0.0958 -0.1551 0.0002
0.0565 -0.6323 -0.0004
1.9706 -1.9517 -0.0001
-0.6451 -0.9309 -0.0001
-0.1457 0.3601 0.0001
0.2327 0.1333 0.0003
-0.3881 0.2381 0.0001
0.0461 0.1305 0.0002
0.0953 -0.0873 0.0000
0.0957 0.0555 0.0000
-0.0655 -0.0746 0.0000
-0.0684 -0.1278 0.0000
-0.0345 0.0548 -0.0001
0.1207 0.0882 0.0000
-0.0377 0.1297 0.0000
-0.1176 0.0106 0.0000
0.0924 -0.0332 0.0000

The largest force on an atom comes out at 3.5 eV/A. For the calculated total energy, the calculation gives -72215.2420 eV. As for the charge: +1. For the gap between HOMO and LUMO (alpha / beta), the calculation gives 6.5465 / 6.0570 eV. Its spin multiplicity is 2. The highest occupied orbital energy (alpha / beta) is -10.9387 / -10.9118 eV.


(3)
A cluster of 6 separate species, C13H10BrCl20NO2P2 in total. Source: the Open Molecules 2025 dataset; level of theory: ωB97M-V with the def2-TZVPD basis set.

Each line ends with the Mulliken charge.
Atoms and positions in Å:
1 Br -0.317 2.764 -0.896  -0.164
2 Cl 6.716 4.163 2.936  -0.103
3 Cl 2.497 -0.581 6.502  -0.106
4 Cl -7.410 2.687 0.182  -0.110
5 Cl -4.917 -1.011 3.575  -0.097
6 Cl 5.493 1.962 4.340  -0.068
7 Cl 3.561 -2.258 -5.192  -0.104
8 Cl 1.775 2.178 6.940  -0.100
9 Cl -0.061 0.401 5.599  -0.096
10 Cl 4.189 3.121 2.031  -0.066
11 Cl -7.814 3.033 -2.654  -0.113
12 Cl 1.702 -0.723 -3.617  0.064
13 Cl -5.430 -3.570 2.345  -0.099
14 Cl -5.806 1.173 -1.721  -0.119
15 Cl -8.595 0.560 -1.378  -0.101
16 Cl 0.742 -2.877 -5.275  -0.103
17 Cl 6.591 1.560 1.703  -0.099
18 Cl 2.365 1.244 4.279  0.056
19 Cl -3.437 -1.805 1.241  -0.036
20 Cl -6.278 -1.137 1.048  -0.025
21 Cl 1.725 -0.451 -6.490  -0.112
22 P 2.730 -1.784 0.134  -0.138
23 P -3.022 0.685 -1.561  0.626
24 O 2.103 0.944 -1.374  -0.474
25 O -1.806 -2.071 -2.140  -0.542
26 N -3.556 0.254 -2.975  -0.737
27 C -5.021 -1.884 2.040  0.256
28 C -1.298 0.111 -1.376  0.259
29 C 3.145 -0.481 1.380  -0.834
30 C 0.145 -1.923 -0.849  -0.444
31 C 1.129 0.292 -1.097  -0.204
32 C 1.642 0.811 5.829  0.216
33 C 1.209 -1.136 -0.664  1.217
34 C -1.061 -1.367 -1.514  0.094
35 C -7.409 1.873 -1.392  0.286
36 C -0.240 0.905 -1.146  0.028
37 C 4.078 -1.603 -1.095  -0.973
38 C 5.745 2.700 2.756  0.327
39 C 1.931 -1.579 -5.149  0.283
40 H 3.984 -2.365 -1.872  0.250
41 H 4.227 -0.439 1.491  0.297
42 H 0.129 -2.971 -0.565  0.443
43 H -2.998 2.078 -1.466  0.054
44 H 2.748 0.476 1.034  0.287
45 H -3.816 1.053 -3.540  0.251
46 H -3.745 0.126 -0.505  -0.176
47 H 4.065 -0.628 -1.584  0.274
48 H 2.637 -0.765 2.299  0.356
49 H 5.038 -1.746 -0.596  0.421

Forces on the atoms, in the same order (eV/Å):
0.1402 0.0006 -0.0427
0.0037 0.0028 -0.0039
0.0065 -0.0069 0.0020
0.0071 -0.0324 -0.0331
0.0100 -0.0048 0.0440
0.2842 0.0784 -0.0738
0.0212 -0.0026 0.0120
0.0029 0.0029 0.0056
0.0006 -0.0053 -0.0012
-0.0173 -0.0086 -0.0015
-0.0037 -0.0042 -0.0188
0.2601 -0.0795 -0.7583
0.0038 -0.0120 -0.0249
-1.0655 0.2898 -0.3968
-0.0284 0.0562 0.0194
0.0076 0.0097 0.0070
-0.0037 -0.0123 -0.0115
-0.3544 -0.0157 0.0746
-0.1329 -0.1208 0.0233
0.2209 -0.0683 -0.0803
0.0042 -0.0019 0.0081
0.2941 -1.0810 0.5352
0.3858 -0.3089 -2.2120
0.2714 0.1869 0.1817
-0.4129 -0.3321 0.0347
-0.0712 0.0138 0.2429
-0.0552 0.0636 0.1622
0.0716 0.6680 0.8097
-0.7503 -0.0825 -0.7575
0.2892 0.3793 0.2570
-0.2357 0.2384 0.3475
-0.0322 -0.0030 -0.0127
0.1820 0.1064 0.1430
0.1803 0.0556 -0.0100
0.1046 -0.0979 0.2841
-0.5607 -0.6196 -0.0653
-0.1987 0.4506 -0.5244
0.0708 0.0212 0.0450
-0.1408 -0.0561 -0.0213
-0.0451 -0.0257 0.1130
-0.0608 0.0544 0.1761
0.0386 0.0650 -0.1572
0.2028 -0.0007 0.8780
0.3402 0.1544 0.2090
0.0823 -0.1090 -0.1077
0.4041 0.1534 0.4007
0.1368 -0.0106 0.0751
0.2578 0.0890 0.1134
-0.1158 -0.0376 0.1103

Its structure (SMILES) is CP(C)C1=CC(=O)C([PH2]=N)=C(Br)C1=O.ClC(Cl)(Cl)Cl.ClC(Cl)(Cl)Cl.ClC(Cl)(Cl)Cl.ClC(Cl)(Cl)Cl.ClC(Cl)(Cl)Cl. The largest force on an atom comes out at 2.3 eV/A. For the calculated total energy, the calculation gives -358292.2052 eV. For the gap between HOMO and LUMO, the calculation gives 6.9367 eV. The highest occupied orbital energy is -8.7327 eV.


(4)
A structure of composition C13H10Cl5CoN. Source: the Open Molecules 2025 dataset; level of theory: ωB97M-V with the def2-TZVPD basis set.

Each line ends with the Mulliken charge.
Atoms and positions in Å:
1 Co -0.042 -0.011 -0.879  -0.412
2 Cl 1.787 1.974 1.234  -0.253
3 Cl -1.602 -2.131 4.426  -0.254
4 Cl 1.760 1.977 4.241  -0.247
5 Cl 0.106 -0.042 5.846  -0.258
6 Cl -1.778 -2.301 1.454  -0.245
7 N -1.253 -1.268 -0.958  0.080
8 C 1.129 2.047 -1.621  -0.720
9 C 0.959 1.235 -2.784  -0.369
10 C -1.152 1.813 -1.988  -0.438
11 C 0.965 -1.611 -1.603  -0.798
12 C -0.449 1.075 -3.009  -0.699
13 C -0.738 -1.027 3.489  -0.174
14 C 0.805 0.858 3.420  -0.266
15 C -0.770 -1.029 2.043  0.964
16 C 0.740 0.809 1.991  1.169
17 C -0.052 -0.105 1.294  -1.135
18 C -0.387 -2.273 -1.435  -0.448
19 C -0.171 2.406 -1.128  -0.927
20 C 0.051 -0.073 4.173  0.250
21 H 1.755 0.805 -3.381  0.505
22 H 1.346 -1.684 -2.631  0.268
23 H -2.234 -1.517 -0.930  -0.003
24 H -0.745 -2.684 -2.387  0.357
25 H -0.382 3.050 -0.287  0.454
26 H 1.734 -1.983 -0.914  0.236
27 H -0.908 0.526 -3.825  0.408
28 H -0.325 -3.117 -0.735  0.149
29 H 2.078 2.360 -1.211  0.391
30 H -2.227 1.919 -1.907  0.415

Forces on the atoms, in the same order (eV/Å):
1.5046 2.6616 1.2564
0.2622 0.0435 0.0574
-0.7542 -0.9527 0.7885
0.8079 0.9704 0.7842
0.0434 0.0240 1.7212
-0.3981 -0.5564 -0.1212
-2.7837 -1.1057 -1.0926
-0.7111 -0.0368 -1.0590
-1.1313 1.0224 0.1733
1.2205 0.1860 -0.5196
1.0111 -0.6366 0.1486
0.4734 1.2171 0.2488
1.3351 1.6526 -1.6158
-1.3410 -1.5840 -1.4368
0.5725 0.7531 2.7033
-0.5146 -0.7203 2.3997
0.6075 0.5176 -0.4281
0.1680 -1.4008 -0.6266
-0.1283 -0.3758 -1.1099
-0.0570 0.0162 -2.6202
-0.1507 -0.0910 0.2123
0.0084 0.1882 0.0549
-0.0351 -0.0042 0.0626
-0.0629 -0.4531 -0.4394
0.0247 -0.1239 0.0714
0.0056 -0.2990 -0.0835
0.0897 -0.0954 0.2859
-0.0432 -0.5462 0.2057
-0.1389 -0.1434 -0.1272
0.1154 -0.1275 0.1057

The largest force on an atom comes out at 3.3 eV/A. For the calculated total energy, the calculation gives -115367.2295 eV. As for the charge: -2. For the gap between HOMO and LUMO (alpha / beta), the calculation gives 3.0621 / 4.2334 eV. Its spin multiplicity is 4. The highest occupied orbital energy (alpha / beta) is 1.5010 / 0.3202 eV.